Computed, not measured: 9 unconnected molecules or ions with the total composition C22H40F22N9O28S14 at a distorted geometry, with the ωB97M-V functional and the def2-TZVPD basis.

Properties
frontier orbital gap	0.2640	Ha
calculated total energy	-11233.2900	hartree

```
! wB97M-V def2-TZVPD RIJCOSX def2/J DEFGRID3
* xyz -5 1
C -2.194 2.676 3.397
C -2.467 3.047 1.944
C -2.198 4.554 1.697
N -2.703 5.166 0.367
C -4.217 5.166 0.406
C -4.849 6.010 -0.650
C -4.315 7.439 -0.589
C -2.792 7.442 -0.713
C -2.040 6.545 0.276
C -2.251 4.297 -0.803
H -2.530 1.675 3.657
H -2.724 3.405 4.018
H -1.148 2.725 3.697
H -3.498 2.797 1.689
H -1.848 2.493 1.238
H -1.143 4.817 1.643
H -2.734 5.093 2.478
H -4.529 5.445 1.416
H -4.454 4.108 0.325
H -5.938 6.008 -0.664
H -4.540 5.617 -1.625
H -4.583 7.821 0.405
H -4.787 8.106 -1.308
H -2.450 8.462 -0.494
H -2.437 7.441 -1.746
H -2.234 6.938 1.274
H -0.981 6.396 0.079
H -2.784 3.355 -0.712
H -1.187 4.082 -0.748
H -2.602 4.837 -1.677
C -0.641 -1.353 1.733
C -0.401 -1.754 0.280
C 1.082 -1.991 0.002
N 1.458 -2.146 -1.475
C 2.940 -1.895 -1.586
C 3.763 -2.972 -0.848
C 3.390 -4.377 -1.332
C 1.881 -4.661 -1.364
C 1.042 -3.535 -1.955
C 0.680 -1.165 -2.323
H -0.040 -1.893 2.473
H -1.655 -1.506 2.099
H -0.321 -0.328 1.953
H -0.840 -0.941 -0.301
H -1.024 -2.641 0.144
H 1.337 -2.921 0.499
H 1.575 -1.039 0.201
H 3.051 -0.857 -1.278
H 3.212 -1.942 -2.641
H 3.609 -2.934 0.233
H 4.809 -2.713 -1.016
H 3.991 -5.101 -0.780
H 3.808 -4.485 -2.340
H 1.547 -4.921 -0.356
H 1.635 -5.566 -1.922
H -0.011 -3.711 -1.744
H 1.140 -3.439 -3.038
H 1.057 -1.224 -3.343
H 0.866 -0.192 -1.870
H -0.375 -1.418 -2.331
N 3.482 -2.970 -5.395
S 4.292 -1.653 -5.258
O 3.601 -0.578 -4.545
O 5.247 -1.353 -6.276
F 5.243 -2.246 -4.097
S 2.292 -2.366 -6.399
O 2.662 -1.616 -7.577
O 1.106 -1.881 -5.730
F 1.791 -3.768 -6.947
N 7.300 -4.347 -4.342
S 7.783 -4.339 -2.864
O 7.538 -3.197 -2.000
O 8.992 -5.110 -2.563
F 6.785 -5.451 -2.254
S 8.383 -3.237 -4.931
O 9.748 -3.668 -5.128
O 8.163 -1.883 -4.525
F 7.845 -3.318 -6.414
N 0.370 4.708 -2.604
S 1.203 5.965 -2.402
O 1.900 6.459 -3.568
O 1.731 6.223 -1.100
F -0.056 7.013 -2.317
S 1.492 3.569 -2.161
O 1.208 2.884 -0.934
O 2.881 3.691 -2.522
F 0.999 2.548 -3.254
N -2.529 2.388 -4.334
S -4.063 2.456 -4.456
O -4.754 3.106 -3.373
O -4.718 1.443 -5.247
F -4.071 3.695 -5.502
S -2.386 0.895 -3.566
O -1.627 -0.049 -4.331
O -3.354 0.431 -2.609
F -1.255 1.435 -2.541
N -3.048 -6.907 -0.848
S -3.997 -7.021 -2.033
O -3.617 -7.747 -3.222
O -4.791 -5.840 -2.282
F -5.076 -7.975 -1.274
S -2.118 -5.650 -1.470
O -2.527 -4.285 -1.263
O -1.477 -5.874 -2.726
F -0.913 -5.842 -0.435
C 1.212 1.598 7.072
F 1.250 1.380 8.378
F 2.396 1.300 6.540
F 0.332 0.770 6.534
S 0.697 3.341 6.682
O 1.090 3.576 5.317
O -0.733 3.388 6.909
N 1.624 4.133 7.810
S 0.692 5.040 8.656
O -0.046 6.036 7.900
O -0.028 4.274 9.659
C 1.989 6.039 9.623
F 2.639 5.296 10.507
F 2.905 6.580 8.796
F 1.447 7.091 10.244
C 0.481 -7.226 2.893
F 1.737 -6.897 2.641
F -0.031 -7.800 1.818
F 0.411 -8.094 3.909
S -0.577 -5.707 3.398
O -0.498 -5.676 4.843
O 0.085 -4.621 2.693
N -2.108 -6.122 2.845
S -2.824 -4.740 2.893
O -2.809 -4.084 4.203
O -2.612 -3.836 1.790
C -4.620 -5.382 2.777
F -4.850 -5.748 1.523
F -4.785 -6.489 3.533
F -5.534 -4.506 3.181
*
```

Atomic partial charges in e from the Löwdin method, atoms 1 to 99: C -0.078; C -0.209; C -0.101; N -0.248; C -0.121; C -0.169; C -0.190; C -0.175; C -0.074; C 0.047; H 0.083; H 0.074; H 0.073; H 0.107; H 0.113; H 0.141; H 0.119; H 0.135; H 0.127; H 0.122; H 0.115; H 0.109; H 0.110; H 0.115; H 0.109; H 0.130; H 0.127; H 0.105; H 0.086; H 0.105; C -0.105; C -0.207; C -0.088; N -0.246; C -0.094; C -0.144; C -0.172; C -0.151; C -0.079; C 0.021; H 0.068; H 0.064; H 0.063; H 0.103; H 0.092; H 0.125; H 0.137; H 0.138; H 0.096; H 0.105; H 0.111; H 0.108; H 0.111; H 0.100; H 0.120; H 0.102; H 0.138; H 0.089; H 0.104; H 0.099; N -0.264; S 0.435; O -0.304; O -0.281; F -0.222; S 0.519; O -0.300; O -0.297; F -0.204; N -0.264; S 0.452; O -0.306; O -0.351; F -0.232; S 0.490; O -0.320; O -0.274; F -0.194; N -0.267; S 0.426; O -0.295; O -0.305; F -0.255; S 0.506; O -0.289; O -0.263; F -0.178; N -0.261; S 0.423; O -0.336; O -0.300; F -0.247; S 0.545; O -0.256; O -0.282; F -0.237; N -0.261; S 0.413; O -0.315

---

Computed, not measured: 2 unconnected molecules or ions with the total composition C22H40F3N3O8PS2 at a distorted geometry, with the ωB97M-V functional and the def2-TZVPD basis.

Properties
frontier orbital gap	0.0635	Ha
calculated total energy	-3065.2775	hartree

```
! wB97M-V def2-TZVPD RIJCOSX def2/J DEFGRID3
* xyz -1 1
C 0.920 3.889 0.865
C 1.377 2.584 0.752
C 0.736 1.681 -0.318
C 0.278 0.223 0.101
P 1.816 -0.477 0.896
O 1.919 -2.103 0.644
O 3.167 0.093 0.161
S 2.039 -0.155 2.766
N -0.132 -0.306 -1.224
C 0.732 -1.091 -2.062
C 0.455 -2.639 -2.087
C 1.617 -3.251 -2.919
O 1.615 -4.676 -2.918
C -1.415 0.124 -1.528
N -1.959 0.646 -2.660
C -1.166 0.798 -3.877
C 0.064 1.754 -3.719
O 0.465 2.203 -5.010
C -3.310 1.101 -2.741
O -4.195 0.028 -3.128
O -5.461 0.440 -2.711
N -2.104 0.017 -0.302
S -3.616 -0.794 -0.136
C -1.131 0.027 0.827
C -1.267 -1.208 1.781
C -1.106 -2.614 1.082
C -2.249 -3.545 1.530
F -3.312 -3.784 0.716
C -2.264 -4.199 2.692
F -2.631 -5.480 2.692
F -1.974 -3.623 3.838
C -1.727 1.188 1.723
C -2.079 2.521 0.981
C -0.941 1.544 3.015
C -1.969 2.230 3.997
H 1.128 4.537 -0.005
H 0.382 4.272 1.738
H 2.230 2.325 1.393
H 1.515 1.513 -1.095
H -0.039 2.271 -0.817
H 2.591 -2.426 1.271
H 3.573 0.727 0.829
H 0.736 -0.831 -3.139
H 1.808 -1.023 -1.806
H 0.522 -3.088 -1.089
H -0.520 -2.855 -2.560
H 1.624 -2.836 -3.943
H 2.564 -2.900 -2.459
H 2.155 -4.922 -2.156
H -1.781 1.271 -4.660
H -0.868 -0.176 -4.314
H -0.273 2.612 -3.107
H 0.937 1.259 -3.284
H -0.249 2.707 -5.420
H -3.404 1.935 -3.457
H -3.648 1.457 -1.756
H -5.673 -0.033 -1.887
H -3.734 -1.631 -1.219
H -2.254 -1.227 2.263
H -0.541 -1.173 2.604
H -0.195 -3.155 1.343
H -1.278 -2.472 0.007
H -2.698 0.805 2.085
H -1.924 2.517 -0.103
H -3.153 2.748 1.131
H -1.555 3.340 1.493
H -0.554 0.685 3.571
H -0.144 2.287 2.877
H -2.909 1.657 4.062
H -1.492 2.269 4.991
H -2.195 3.257 3.672
O 5.017 1.498 1.787
C 5.789 0.420 1.666
C 6.249 -0.133 3.144
O 7.061 -1.161 3.016
H 6.735 0.545 1.101
H 5.338 -0.466 1.168
H 5.290 -0.314 3.680
H 6.647 0.764 3.668
*
```

Listed below, in e, are the Löwdin charges computed for each atom: C -0.030; C -0.163; C -0.148; C -0.276; P 0.332; O -0.231; O -0.250; S 0.453; N -0.030; C -0.171; C -0.146; C -0.267; O -0.067; C -0.248; N -0.006; C -0.114; C -0.219; O -0.063; C -0.190; O -0.166; O -0.060; N -0.345; S 0.889; C -0.317; C -0.145; C -0.091; C -0.214; F 0.023; C -0.315; F 0.127; F 0.157; C -0.288; C -0.048; C -0.223; C -0.094; H 0.059; H 0.045; H 0.077; H 0.110; H 0.088; H 0.079; H 0.011; H 0.104; H 0.117; H 0.081; H 0.119; H 0.122; H 0.125; H 0.088; H 0.124; H 0.129; H 0.125; H 0.102; H 0.086; H 0.143; H 0.115; H 0.068; H -0.070; H 0.100; H 0.071; H 0.108; H 0.091; H 0.104; H 0.058; H 0.085; H 0.052; H 0.062; H 0.086; H 0.072; H 0.073; H 0.064; O -0.282; C -0.439; C -0.467; O -0.256; H 0.089; H 0.075; H 0.070; H 0.082

---

Computed, not measured: 10 unconnected molecules or ions with the total composition C22H40F3N5O23S2 at a distorted geometry, with the ωB97M-V functional and the def2-TZVPD basis.

Properties
frontier orbital gap	0.3738	Ha
calculated total energy	-3961.8928	hartree
structure (SMILES)	O=C1OC[C@@H](F)O1.O=C1OC[C@@H](F)O1.O=C1OC[C@@H](F)O1.C[N+](=O)[O-].C[N+](=O)[O-].C[N+](=O)[O-].C[N+](=O)[O-].C[N+](=O)[O-].O=S1(=O)CCCC1.O=S1(=O)CCCC1

```
! wB97M-V def2-TZVPD RIJCOSX def2/J DEFGRID3
* xyz 0 1
C -3.664 14.711 -8.519
N -3.213 13.250 -8.453
O -3.558 12.658 -7.472
O -2.606 12.892 -9.435
H -3.981 14.862 -9.551
H -2.787 15.307 -8.271
H -4.484 14.976 -7.851
C -8.618 14.185 -1.057
N -9.190 12.959 -0.365
O -8.357 12.196 0.082
O -10.419 12.837 -0.338
H -7.583 13.970 -1.323
H -8.431 14.998 -0.355
H -9.161 14.324 -1.992
C -10.860 20.312 -3.974
N -11.290 19.584 -5.254
O -10.497 18.925 -5.883
O -12.473 19.755 -5.591
H -11.681 20.278 -3.258
H -10.593 21.330 -4.258
H -10.037 19.705 -3.597
C -4.634 21.057 4.971
N -4.245 19.738 4.316
O -4.367 18.751 4.940
O -3.982 19.793 3.137
H -5.556 20.828 5.505
H -4.769 21.763 4.153
H -3.888 21.446 5.665
C 2.519 14.043 -7.563
N 2.302 13.932 -6.154
O 3.060 13.275 -5.437
O 1.296 14.471 -5.627
H 2.149 13.128 -8.025
H 3.601 14.180 -7.563
H 1.992 14.956 -7.840
C -2.887 25.739 -1.120
C -3.011 24.285 -0.717
C -4.488 23.947 -0.358
S -5.473 24.909 -1.566
O -6.765 25.269 -1.122
O -5.176 24.305 -2.821
C -4.291 26.276 -1.345
H -2.281 25.678 -2.025
H -2.380 26.169 -0.256
H -2.367 24.041 0.127
H -2.628 23.637 -1.505
H -4.698 24.390 0.616
H -4.650 22.869 -0.333
H -4.485 26.757 -0.387
H -4.429 27.061 -2.088
C -3.559 15.765 -1.191
C -3.028 15.941 -2.583
C -4.149 16.523 -3.467
S -5.056 17.719 -2.396
O -6.490 17.511 -2.341
O -4.447 18.918 -2.866
C -4.160 17.203 -0.840
H -2.841 15.373 -0.471
H -4.263 14.947 -1.038
H -2.665 15.052 -3.099
H -2.225 16.645 -2.366
H -4.822 15.681 -3.632
H -3.869 17.056 -4.375
H -4.765 17.125 0.063
H -3.342 17.917 -0.739
C -3.643 22.579 -6.498
C -2.459 21.904 -5.929
O -1.426 22.629 -6.527
C -1.910 23.982 -6.574
O -1.147 24.918 -6.592
O -3.318 23.918 -6.412
F -2.312 20.696 -6.328
H -4.616 22.365 -6.055
H -3.953 22.398 -7.527
H -2.234 22.049 -4.872
C 1.704 21.133 -0.736
C 1.417 20.593 -2.128
O 1.782 21.679 -2.866
C 1.628 22.792 -2.066
O 1.548 23.895 -2.621
O 1.452 22.441 -0.828
F 0.140 20.323 -2.258
H 2.738 20.817 -0.602
H 1.169 20.715 0.117
H 1.897 19.631 -2.307
C -9.636 19.316 0.818
C -10.784 18.454 1.138
O -10.175 17.694 2.175
C -9.369 18.503 2.858
O -8.673 18.123 3.810
O -9.284 19.530 2.169
F -11.020 17.733 0.088
H -9.926 20.277 0.393
H -8.824 18.842 0.268
H -11.742 18.928 1.352
*
```

Listed below, in e, are the Löwdin charges computed for each atom: C 0.044; N -0.459; O 0.080; O 0.064; H 0.091; H 0.093; H 0.088; C 0.043; N -0.427; O 0.060; O 0.052; H 0.080; H 0.096; H 0.099; C 0.057; N -0.431; O 0.067; O 0.033; H 0.089; H 0.100; H 0.087; C 0.055; N -0.473; O 0.098; O 0.042; H 0.098; H 0.087; H 0.094; C 0.032; N -0.443; O 0.054; O 0.024; H 0.118; H 0.109; H 0.106; C -0.216; C -0.240; C -0.208; S 0.647; O -0.301; O -0.309; C -0.227; H 0.119; H 0.116; H 0.109; H 0.104; H 0.097; H 0.103; H 0.101; H 0.108; C -0.222; C -0.236; C -0.204; S 0.673; O -0.345; O -0.342; C -0.167; H 0.113; H 0.106; H 0.120; H 0.115; H 0.097; H 0.100; H 0.096; H 0.093; C -0.122; C -0.422; O 0.095; C -0.391; O 0.166; O 0.057; F 0.144; H 0.145; H 0.146; H 0.182; C -0.125; C -0.387; O 0.151; C -0.496; O 0.141; O 0.138; F 0.104; H 0.144; H 0.153; H 0.175; C -0.021; C -0.367; O 0.153; C -0.622; O 0.129; O 0.113; F 0.119; H 0.151; H 0.159; H 0.184

---

Computed, not measured: a molecular structure, C22H40MgN4S2Sb at a distorted geometry, with the ωB97M-V functional and the def2-TZVPD basis.

Properties
frontier orbital gap	0.3208	Ha
calculated total energy	-2317.9031	hartree

```
! wB97M-V def2-TZVPD RIJCOSX def2/J DEFGRID3
* xyz 1 1
Mg -1.113 0.853 0.719
C -2.278 5.187 -0.895
C -1.478 4.962 0.216
C -0.905 3.715 0.368
N -1.069 2.725 -0.504
C -1.824 2.948 -1.573
C -2.447 4.161 -1.814
H -2.768 6.138 -1.033
H -1.321 5.724 0.962
H -0.302 3.478 1.242
H -1.936 2.112 -2.255
H -3.062 4.290 -2.690
S -3.290 1.892 1.353
C -3.733 0.696 2.366
N -4.085 -0.170 3.049
C 2.878 3.029 0.147
C 2.782 1.925 -0.895
C 4.171 1.469 -1.302
C 2.009 2.413 -2.111
Sb 1.531 0.276 0.066
C 1.323 -1.373 -1.495
C 0.112 -0.947 -2.316
C 2.568 -1.465 -2.361
C 1.063 -2.715 -0.829
C 2.627 -0.407 1.935
C 4.131 -0.462 1.737
C 2.255 0.603 3.010
C 2.082 -1.769 2.322
H 3.383 3.897 -0.275
H 3.456 2.702 1.009
H 1.889 3.347 0.480
H 4.714 2.314 -1.725
H 4.139 0.693 -2.058
H 4.743 1.104 -0.456
H 2.524 3.263 -2.559
H 1.004 2.734 -1.839
H 1.939 1.638 -2.871
H 0.283 0.015 -2.802
H -0.781 -0.870 -1.682
H -0.089 -1.681 -3.097
H 2.704 -0.571 -2.966
H 2.482 -2.314 -3.038
H 3.455 -1.623 -1.747
H 0.301 -2.641 -0.054
H 1.975 -3.110 -0.390
H 0.725 -3.439 -1.572
H 4.554 0.532 1.604
H 4.403 -1.079 0.882
H 4.596 -0.896 2.621
H 2.584 1.612 2.763
H 2.730 0.326 3.950
H 1.173 0.597 3.177
H 2.425 -2.535 1.633
H 0.992 -1.767 2.342
H 2.431 -2.036 3.320
S -1.543 -1.646 1.324
C -2.949 -2.530 0.939
N -2.910 -3.316 -0.141
C -4.011 -4.173 -0.540
C -5.312 -3.571 -0.021
C -5.176 -3.312 1.475
N -4.002 -2.501 1.725
H -2.030 -3.372 -0.631
H -3.869 -5.181 -0.129
H -4.020 -4.238 -1.630
H -6.143 -4.244 -0.221
H -5.505 -2.623 -0.528
H -5.083 -4.262 2.014
H -6.051 -2.781 1.851
H -4.049 -1.752 2.446
*
```

Listed below, in e, are the Löwdin charges computed for each atom: Mg 0.323; C -0.024; C -0.027; C -0.216; N -0.105; C -0.147; C -0.025; H 0.120; H 0.120; H 0.110; H 0.124; H 0.117; S 0.634; C -0.891; N 0.066; C -0.115; C -0.662; C -0.097; C -0.114; Sb 1.575; C -0.670; C -0.135; C -0.112; C -0.137; C -0.688; C -0.108; C -0.128; C -0.122; H 0.097; H 0.066; H 0.053; H 0.097; H 0.059; H 0.062; H 0.096; H 0.049; H 0.065; H 0.064; H 0.046; H 0.095; H 0.063; H 0.094; H 0.080; H -0.013; H 0.074; H 0.091; H 0.065; H 0.079; H 0.093; H 0.065; H 0.096; H 0.070; H 0.068; H 0.024; H 0.098; S 0.658; C -0.748; N 0.023; C -0.161; C -0.152; C -0.148; N 0.032; H 0.121; H 0.129; H 0.127; H 0.121; H 0.124; H 0.131; H 0.132; H 0.048

---

Number 1: LUMO level 0.2311 Eh. Number 2: LUMO level 0.0196 Eh. Number 3: LUMO level -0.0109 Eh. Number 4: LUMO level -0.0909 Eh.